--- A ---
DFT (ωB97M-V/def2-TZVPD) results for C6H8O2 as an isolated structure.

Each line ends with the Löwdin charge.
Atoms and positions in Å:
1 C 1.49 0.19 0.36  -0.143
2 C 0.59 -0.06 -1.99  -0.204
3 C -0.65 -0.51 -1.65  -0.118
4 C -1.01 -0.74 0.75  -0.256
5 C -0.69 0.64 1.37  -0.061
6 C 0.57 1.12 1.10  -0.083
7 H 2.43 0.34 0.66  0.062
8 H 1.29 -0.83 0.97  0.157
9 H 0.62 0.06 -3.09  0.120
10 H -1.55 -0.30 -2.65  0.192
11 H -1.91 -1.14 1.27  0.109
12 H -0.25 -1.64 0.76  0.147
13 H -1.59 1.02 2.21  0.182
14 H 0.70 2.11 1.60  0.112
15 O 1.53 0.28 -1.13  -0.059
16 O -1.57 -0.54 -0.55  -0.159

2S+1   1
HOMO-LUMO gap   9.038 eV

---

--- B ---
DFT (ωB97M-V/def2-TZVPD) results for a 2-piece molecular cluster, C6H8O2 overall.

Each line ends with the Löwdin charge.
Atoms and positions in Å:
1 O -0.40 2.35 1.24  0.038
2 C -0.47 1.03 0.81  -0.317
3 C 0.03 -0.05 1.51  -0.033
4 C -0.04 -1.30 0.89  -0.110
5 C -0.61 -1.53 -0.34  -0.092
6 C -1.33 -0.41 -0.85  -0.090
7 C -1.28 0.86 -0.32  -0.014
8 H 0.48 2.53 1.52  0.089
9 H 0.62 0.12 2.40  0.114
10 H 0.46 -2.11 1.44  0.107
11 H -0.74 -2.43 -0.91  0.098
12 H -1.89 -0.64 -1.75  0.100
13 H -1.85 1.71 -0.66  0.118
14 O 2.59 0.14 -1.78  -0.058
15 H 2.46 -0.02 -0.83  0.030
16 H 1.96 -0.23 -2.38  0.020

2S+1   1
HOMO-LUMO gap   9.835 eV

---

--- C ---
DFT (ωB97M-V/def2-TZVPD) results for one molecule with the formula C6H8O2.

Each line ends with the Löwdin charge.
Atoms and positions in Å:
1 C 0.02 2.35 -0.46  0.014
2 C -0.31 1.10 -0.34  -0.040
3 C -0.84 -0.06 -0.01  -0.339
4 C -2.30 -0.35 0.00  -0.017
5 O -0.04 -0.94 0.69  0.021
6 C 1.26 -1.14 0.18  -0.421
7 C 2.28 -0.31 0.46  0.085
8 O 1.55 -2.38 -0.32  0.069
9 H -0.73 3.13 -0.37  0.060
10 H 1.04 2.64 -0.64  0.055
11 H -2.50 -1.40 0.22  0.080
12 H -2.80 0.26 0.77  0.088
13 H -2.76 -0.12 -0.97  0.091
14 H 2.12 0.65 0.92  0.063
15 H 3.30 -0.59 0.20  0.071
16 H 0.70 -2.85 -0.34  0.119

2S+1   1
HOMO-LUMO gap (alpha / beta)   8.013 / 8.013 eV

---

The structure with the least stability is A.

---

--- A ---
DFT (ωB97M-V/def2-TZVPD) results for a 2-piece molecular cluster, C6H8O2 overall.

Each line ends with the Löwdin charge.
Atoms and positions in Å:
1 C 0.82 -0.26 -0.07  -0.485
2 C 0.98 0.70 1.11  0.005
3 C 0.53 1.17 -0.18  -0.295
4 C -1.63 0.15 -0.43  -0.101
5 C -1.53 -0.82 0.74  -0.165
6 C -0.50 -1.07 -0.26  -0.129
7 H 1.79 -1.90 -1.18  0.295
8 H 2.08 1.00 1.16  0.149
9 H 0.02 0.65 1.84  0.155
10 H 1.23 1.71 -0.79  0.153
11 H -2.42 -0.10 -1.08  0.119
12 H -1.15 -0.90 1.97  0.181
13 H -2.35 -1.59 0.73  0.107
14 H -0.71 -1.98 -0.83  0.131
15 O 2.01 -0.88 -0.37  -0.079
16 O -0.82 1.37 -0.53  -0.042

2S+1   1
HOMO-LUMO gap   8.929 eV

---

--- B ---
DFT (ωB97M-V/def2-TZVPD) results for C6H8O2 as an isolated structure.

Each line ends with the Löwdin charge.
Atoms and positions in Å:
1 C -0.66 2.21 0.19  0.048
2 C -0.20 0.94 -0.08  -0.243
3 C -0.84 -0.34 -0.53  -0.194
4 C -1.30 -1.29 0.54  -0.147
5 C 1.34 0.55 0.16  -0.194
6 C 1.98 -0.83 0.45  -0.154
7 H -1.72 2.17 -0.11  0.068
8 H 0.20 2.88 0.97  0.169
9 H -0.38 -0.81 -1.32  0.104
10 H -1.11 -1.03 1.64  0.130
11 H -0.89 -2.39 0.48  0.133
12 H 1.91 1.51 0.53  0.147
13 H 1.61 -1.83 0.90  0.131
14 H 2.93 -0.63 1.08  0.118
15 O -2.35 -0.55 -0.20  -0.054
16 O 1.78 -0.38 -0.86  -0.061

2S+1   1
HOMO-LUMO gap   10.355 eV

---

The structure with the least stability is B.

---

--- A ---
DFT (ωB97M-V/def2-TZVPD) results for C6H8O2 as an isolated structure.

Each line ends with the Löwdin charge.
Atoms and positions in Å:
1 C 1.03 -0.49 -0.45  -0.266
2 C 0.58 0.43 0.71  -0.253
3 C 0.14 1.48 -0.40  -0.038
4 C -0.15 0.17 -1.17  -0.160
5 C -1.29 -0.34 -0.28  -0.343
6 C -0.68 -0.24 1.16  -0.074
7 H 0.09 -2.12 0.15  0.110
8 H 2.10 -0.19 -0.80  0.185
9 H 1.33 0.69 1.48  0.146
10 H -0.68 2.04 0.01  0.116
11 H 1.07 1.99 -0.82  0.140
12 H -0.33 0.18 -2.23  0.142
13 H -1.31 0.33 1.87  0.138
14 H -0.51 -1.26 1.50  0.114
15 O 1.03 -1.95 -0.27  -0.056
16 O -2.43 -0.73 -0.46  0.100

2S+1   1
HOMO-LUMO gap   10.453 eV

---

--- B ---
DFT (ωB97M-V/def2-TZVPD) results for C6H8O2 as an isolated structure.

Each line ends with the Löwdin charge.
Atoms and positions in Å:
1 C -2.93 -0.10 0.49  -0.155
2 C -1.95 -0.50 -0.44  -0.279
3 C -0.54 0.00 -0.18  -0.303
4 C 0.44 -0.88 -0.10  -0.026
5 C 1.51 -0.21 0.11  -0.433
6 C 1.16 1.09 0.03  -0.102
7 H -2.16 0.80 1.15  0.167
8 H -3.22 -0.81 1.41  0.096
9 H -4.03 0.37 0.00  0.140
10 H -1.84 -1.46 -0.59  0.058
11 H -2.42 -0.09 -1.37  0.137
12 H 0.45 -2.01 -0.14  0.166
13 H 2.87 -1.32 -0.61  0.268
14 H 2.07 1.84 -0.31  0.196
15 O 2.89 -0.48 0.29  -0.040
16 O -0.13 1.26 -0.18  0.111

2S+1   1
HOMO-LUMO gap   8.523 eV

---

The structure with the least stability is B.

---

--- A ---
DFT (ωB97M-V/def2-TZVPD) results for a 2-piece molecular cluster, C6H12O4 overall.

Each line ends with the Löwdin charge.
Atoms and positions in Å:
1 C -1.47 -0.40 3.42  -0.065
2 C -2.00 0.06 2.04  -0.250
3 O -3.23 0.68 2.29  -0.023
4 C -3.83 1.22 1.28  -0.354
5 O -3.30 1.49 0.21  0.047
6 H -0.37 -0.42 3.49  0.079
7 H -1.86 -1.42 3.54  0.076
8 H -1.87 0.23 4.23  0.081
9 H -1.28 0.76 1.59  0.123
10 H -2.07 -0.83 1.38  0.136
11 H -4.71 1.79 1.66  0.151
12 C 3.88 0.05 -2.51  -0.079
13 C 2.50 -0.56 -2.76  -0.261
14 O 1.46 0.30 -2.32  -0.036
15 C 0.53 -0.31 -1.52  -0.257
16 O 0.42 -1.54 -1.23  0.000
17 H 4.03 0.11 -1.42  0.080
18 H 3.86 1.08 -2.92  0.079
19 H 4.72 -0.49 -2.96  0.083
20 H 2.41 -0.63 -3.86  0.127
21 H 2.45 -1.59 -2.35  0.121
22 H -0.27 0.41 -1.27  0.143

2S+1   1
HOMO-LUMO gap   11.546 eV

---

--- B ---
DFT (ωB97M-V/def2-TZVPD) results for C6H12O4 as an isolated structure.

Each line ends with the Löwdin charge.
Atoms and positions in Å:
1 C 0.37 2.72 -0.57  -0.008
2 C 0.52 1.10 -0.42  -0.263
3 C -0.39 -0.81 -1.47  -0.316
4 C -0.58 -1.52 -0.07  0.052
5 C -0.98 -0.37 0.91  -0.263
6 C 0.18 0.57 1.01  -0.276
7 H 1.09 2.82 0.12  0.012
8 H 0.52 3.37 -1.55  0.115
9 H -0.74 3.00 -0.41  0.103
10 H 1.41 1.10 -0.61  0.035
11 H -0.94 -0.73 -2.22  0.092
12 H 1.47 -1.48 -1.62  -0.092
13 H 0.37 -2.24 0.20  0.205
14 H -1.16 -2.13 0.00  -0.045
15 H -1.71 0.24 0.73  0.101
16 H -2.01 -1.36 2.31  0.133
17 H -0.04 1.59 1.97  0.241
18 H 2.40 0.29 1.13  0.240
19 O -0.45 0.54 -1.31  -0.025
20 O 0.80 -1.37 -2.00  0.137
21 O -1.13 -0.85 2.31  -0.055
22 O 1.36 -0.15 1.45  -0.124

2S+1   1
HOMO-LUMO gap   10.307 eV

---

The structure with the least stability is B.